120
Properties=species:S:1:pos:R:3:forces:R:3:mulliken_charge:R:1 method="wB97M-V/def2-TZVPD" e_lumo_ev=-1.34 orbital_gap_ev=7.8 max_force_ha_per_bohr=0.0501 smiles="O=C1C=C(O)C(=O)C=C1O.O=C1C=C(O)C(=O)C=C1O.CN(C)C=O.COCCOC.COCCOC.COCCOC.COCCOC.COCCOC"
C 1.6682 14.3954 -1.0967 -0.948 -0.163 -0.716 -0.937
O 2.8921 14.0729 -1.6952 0.410 0.247 0.687 0.021
C 2.8704 14.0061 -3.0837 -0.328 0.068 -1.065 -0.704
C 4.2983 13.9722 -3.6047 -0.595 0.527 0.412 -0.477
O 4.7934 12.6661 -3.4599 0.468 0.311 0.144 -0.299
C 6.2059 12.6082 -3.6132 -0.580 -0.086 0.009 -0.456
H 1.6880 14.2516 -0.0196 0.367 -0.150 -0.023 0.204
H 0.8941 13.7481 -1.5258 -0.141 -0.069 0.287 0.364
H 1.3463 15.4264 -1.2931 0.284 0.112 -0.080 0.363
H 2.3247 14.8434 -3.5475 0.237 0.326 0.304 0.412
H 2.3061 13.1355 -3.4512 0.204 -0.258 0.231 0.333
H 4.8629 14.7099 -3.0182 0.179 -0.246 0.211 0.197
H 4.3494 14.3655 -4.6291 -0.085 -0.478 -0.231 0.449
H 6.4701 11.5833 -3.3612 0.268 0.008 -0.298 0.105
H 6.7400 13.2792 -2.9317 -0.188 0.093 0.088 0.079
H 6.4552 12.8867 -4.6419 0.291 -0.241 -0.013 0.393
C 1.1732 7.2820 0.3880 -0.829 -0.708 0.330 -0.679
O 1.5832 8.6166 0.4059 0.298 0.030 -0.312 -0.112
C 2.2891 9.0328 -0.7497 -0.059 -0.399 -0.522 -0.390
C 2.7180 10.4776 -0.5889 -0.130 -0.859 1.089 0.095
O 1.5892 11.2725 -0.2834 0.529 0.304 -0.582 -0.399
C 1.1443 11.3818 1.0696 0.365 0.751 -0.932 -0.746
H 1.9609 6.5188 0.3974 0.443 0.381 0.076 0.006
H 0.5205 6.9920 -0.4450 0.054 0.496 -0.271 0.351
H 0.5641 7.1462 1.2831 0.136 -0.071 0.080 0.315
H 1.6738 8.9669 -1.6563 -0.393 -0.062 0.181 0.486
H 3.1174 8.3366 -0.9378 0.345 0.227 0.128 0.030
H 3.2082 10.7894 -1.5105 -0.254 0.424 -0.071 0.159
H 3.4643 10.5258 0.2128 0.023 0.223 0.111 0.078
H 0.5250 10.5241 1.3100 -0.053 0.157 0.425 0.253
H 0.6200 12.3393 1.0338 -0.549 -0.311 0.343 0.332
H 1.9571 11.5626 1.7803 0.199 -0.534 -0.039 0.293
C 5.0630 13.9220 0.3081 1.915 0.667 -1.065 0.035
O 6.0326 12.9679 0.7282 -0.989 -1.146 0.247 -0.206
C 7.3503 13.3473 0.9583 0.223 1.278 0.417 -0.718
C 8.1120 14.1011 -0.1317 -0.200 -0.930 -1.081 0.484
O 7.5500 15.3408 -0.5108 -0.535 0.389 -0.099 -0.305
C 8.4864 16.3029 -0.9104 0.525 0.824 0.966 -0.713
H 4.0531 13.5366 0.3175 0.109 -0.352 0.334 -0.244
H 5.3613 14.1251 -0.7244 -0.712 0.322 -0.097 0.030
H 5.1887 14.8745 0.8328 -0.293 -0.109 0.307 0.306
H 7.8851 12.4161 1.1313 0.186 0.067 0.051 0.018
H 7.4026 13.9739 1.8622 -0.015 -0.047 0.126 0.523
H 8.1088 13.4822 -1.0417 0.244 -0.180 0.122 -0.068
H 9.1570 14.2023 0.1824 -0.064 0.093 0.176 0.027
H 9.0560 16.5764 -0.0121 0.510 -0.065 -0.244 0.330
H 8.0322 17.2500 -1.2049 -0.656 -0.324 -0.061 0.344
H 9.1645 16.0505 -1.7332 -0.084 -0.599 0.039 0.193
C 8.6726 9.7855 4.5614 0.330 -0.169 -0.389 -0.847
O 8.5791 8.5099 3.9548 -0.001 0.154 0.371 -0.339
C 8.9429 8.3872 2.5973 0.040 0.174 1.013 0.456
C 9.2073 6.9231 2.4147 -0.854 -1.133 -1.848 -0.938
O 8.0804 6.1182 2.7859 0.091 0.530 0.219 0.136
C 8.3918 4.7523 2.8975 -0.276 -0.355 1.116 -1.039
H 8.2785 10.5919 3.9368 -0.113 -0.067 -0.137 0.278
H 9.7248 9.9933 4.7706 0.020 0.205 0.125 0.304
H 8.1080 9.7456 5.4885 0.010 -0.050 0.051 0.245
H 9.8864 8.9060 2.3752 -0.128 0.166 -0.045 0.417
H 8.1246 8.8037 1.9984 0.171 -0.277 -0.329 -0.246
H 10.1350 6.5677 2.8658 -0.083 0.201 0.471 0.459
H 9.2787 6.7113 1.3371 0.617 0.310 -0.068 0.328
H 7.4637 4.2030 3.0634 -0.124 0.154 -0.249 0.302
H 8.9541 4.5982 3.8264 0.386 -0.127 -0.226 0.313
H 8.9054 4.2942 2.0497 0.115 0.353 -0.190 0.351
C 4.7791 4.4419 1.1590 -0.209 -0.709 -0.161 -0.010
O 5.1174 4.1410 -0.1809 0.783 0.383 0.148 -0.457
C 5.1398 5.3027 -0.9966 -1.868 -0.528 -0.056 0.284
C 6.0589 5.0318 -2.1520 0.770 0.606 -0.376 -0.625
O 5.9352 6.0497 -3.1423 -0.522 -0.173 0.065 -0.262
C 6.6214 5.6770 -4.3097 1.208 -0.013 0.032 -0.880
H 3.8311 4.9894 1.1769 0.070 0.134 0.271 0.033
H 5.5715 4.9723 1.6936 -0.055 0.285 -0.159 -0.184
H 4.6396 3.4704 1.6345 -0.105 0.108 0.142 0.324
H 5.3079 6.2196 -0.4221 0.751 -0.101 -0.037 -0.121
H 4.1014 5.4282 -1.3469 0.154 0.127 -0.364 0.184
H 5.9059 4.0704 -2.6440 -0.430 -0.237 0.387 0.513
H 7.0897 5.0187 -1.7741 0.145 -0.036 -0.036 0.222
H 7.6650 5.4513 -4.0446 0.047 -0.065 -0.068 0.336
H 6.6813 6.5000 -5.0179 -0.429 0.138 0.108 0.271
H 6.2425 4.7816 -4.8112 -0.411 0.053 0.147 0.338
C 9.0765 9.8189 -0.6709 -0.494 -0.388 -0.810 -0.256
O 9.2037 10.9727 -0.2963 0.391 0.133 0.305 -0.379
N 7.8965 9.1892 -0.8595 -0.348 0.199 -0.326 0.828
C 7.8119 7.7697 -1.1673 0.567 -0.585 1.108 -1.000
C 6.6443 9.8889 -0.6058 -0.110 0.207 0.392 -0.310
H 9.9292 9.2001 -0.9964 0.082 -0.024 0.233 0.289
H 7.8323 7.2520 -0.2008 -0.264 -0.313 -0.097 0.160
H 8.6702 7.3746 -1.7130 0.128 0.446 -0.166 0.345
H 6.9184 7.4390 -1.6922 -0.045 0.695 -0.126 0.293
H 5.9683 9.7854 -1.4544 0.105 0.095 -0.144 0.393
H 6.0981 9.5380 0.2760 0.254 -0.434 0.042 0.090
H 6.8534 10.9314 -0.3862 -0.018 0.096 -0.341 -0.511
C 3.4932 8.4795 3.3197 -0.707 -0.302 0.013 -1.246
C 2.6853 8.6007 4.3835 -0.418 0.266 0.618 0.027
C 3.1106 8.2714 5.7921 0.703 -0.224 0.041 0.795
O 2.3744 8.4612 6.7420 -0.634 0.114 -0.419 -0.635
C 4.4289 7.7185 5.9373 -0.223 0.830 0.490 -0.779
C 5.2805 7.7341 4.9097 1.621 -1.978 -0.334 0.450
C 4.8695 7.9722 3.4665 -1.883 1.242 0.750 0.567
O 5.6056 7.7898 2.5377 0.878 -0.352 -0.415 0.060
O 6.5187 7.2559 5.1070 -0.550 0.124 -0.151 -0.663
O 1.4224 9.0409 4.3189 0.146 -0.211 -0.391 -0.548
H 2.9947 8.6485 2.3692 0.607 0.074 -0.289 0.830
H 4.7297 7.4759 6.9469 0.190 -0.166 -0.097 0.452
H 6.9985 7.0697 4.2707 -0.055 0.391 -0.036 0.162
H 1.0429 8.9369 5.2092 0.099 0.144 0.130 0.357
C 12.0377 14.5238 0.3195 -0.227 -0.059 0.840 -0.227
C 11.9118 13.2311 0.0326 0.042 -0.993 0.609 0.160
C 12.0124 12.7206 -1.3646 -1.255 1.741 -1.420 0.725
O 12.1742 11.5703 -1.6725 0.183 -0.656 0.521 -0.595
C 11.8108 13.7859 -2.3860 0.926 0.139 -0.474 -0.900
C 11.8491 15.0872 -2.0874 0.446 0.794 -0.086 0.257
C 12.0049 15.5734 -0.6869 1.053 -0.700 1.137 0.793
O 12.2627 16.7250 -0.4009 -0.596 0.258 -0.673 -0.621
O 12.0308 16.0488 -3.0174 -0.771 -0.451 -0.229 -0.561
O 11.7455 12.2921 0.9862 -0.004 0.125 -0.903 -0.615
H 12.1187 14.7581 1.3746 -0.185 0.441 -0.106 0.399
H 11.9611 13.5785 -3.4399 -0.292 -0.527 0.072 0.492
H 11.7198 16.8918 -2.6549 0.366 0.051 0.183 0.367
H 11.4028 11.5311 0.4749 0.059 -0.221 0.498 0.259